H80O40 | the ωB97M-V functional and the def2-TZVPD basis

Summary:
**Kohn-Sham gap**: 0.353 Eh
**HOMO level**: -10.13 eV
**Energy relative to the best compared isomer or geometry (same formula, charge and spin)**: 9.2987 eV

```
! wB97M-V def2-TZVPD RIJCOSX def2/J DEFGRID3
* xyz 0 1
H 0.133 3.317 1.026
H -1.255 4.102 1.009
O -0.814 3.154 1.267
H 3.433 1.377 -1.464
H 3.379 0.119 -2.537
O 3.048 1.001 -2.264
H 4.399 -3.166 1.309
H 4.373 -3.807 2.773
O 4.441 -4.069 1.762
H -2.193 -3.468 2.366
H -3.056 -4.289 2.928
O -2.939 -4.057 2.012
H -4.350 -3.633 -2.098
H -3.027 -3.829 -1.687
O -3.509 -3.956 -2.532
H -1.516 1.212 -0.935
O -2.424 1.466 -1.167
H 0.940 0.053 3.076
O 1.608 -0.688 3.186
H 2.754 -3.978 2.208
H 1.990 -5.307 2.623
O 1.840 -4.417 2.252
H 3.202 -1.801 3.154
H 4.069 -1.825 4.418
O 3.979 -2.248 3.574
H 0.695 6.032 0.951
H 1.373 6.039 -0.346
O 0.901 5.387 0.284
H 2.247 -0.010 -6.295
H 2.987 1.232 -5.747
O 2.224 0.917 -6.204
H 3.754 -2.869 -3.764
O 3.995 -2.132 -3.178
H -4.571 2.879 0.591
H -4.789 3.343 -0.824
O -4.171 3.403 -0.063
H -4.964 0.177 0.018
H -5.918 0.846 -1.023
O -5.340 1.020 -0.247
H -0.593 -5.594 -0.478
H -2.053 -5.958 -0.858
O -1.501 -5.509 -0.237
H 0.611 -3.500 -4.027
H 1.709 -3.165 -5.141
O 1.284 -3.831 -4.650
H 0.064 1.245 -6.328
H -0.672 2.635 -6.294
O -0.372 1.873 -5.789
H 0.575 2.142 6.503
H 0.548 1.175 5.222
O 0.229 1.291 6.200
H 0.241 -0.866 -2.621
O -0.034 -0.828 -1.668
H -5.064 -1.648 1.978
H -4.344 -0.929 3.147
O -4.576 -0.849 2.218
H -3.445 -0.556 -0.748
O -4.104 -1.270 -0.557
H -4.795 1.810 2.880
H -3.604 1.840 1.930
O -4.171 2.423 2.546
H 4.497 0.365 -4.322
H 3.810 1.526 -3.693
O 4.324 1.326 -4.487
H -1.276 -3.871 4.272
H -0.276 -4.846 4.066
O -1.029 -4.685 4.639
H 3.323 -0.508 -0.050
H 4.923 -0.833 -0.244
O 4.185 -0.274 -0.423
H 1.047 -1.395 0.297
H 1.980 -1.643 -0.972
O 1.913 -1.232 -0.117
H 1.212 0.369 -3.650
H 1.783 -1.037 -3.463
O 1.084 -0.572 -3.924
H 2.835 -4.650 -1.482
H 2.654 -5.029 -2.945
O 2.897 -5.409 -2.112
H -2.081 5.699 0.133
H -3.055 4.787 1.109
O -2.179 5.224 1.081
H 3.394 0.547 1.656
H 4.527 0.730 2.646
O 3.913 0.052 2.304
H -0.550 5.371 -0.961
H -1.518 5.649 -2.080
O -1.292 5.981 -1.130
H 0.242 -3.313 2.284
O -0.545 -2.794 2.621
H -1.382 -3.302 0.292
H -0.907 -2.044 0.783
O -1.058 -2.453 -0.050
H -0.672 -1.517 -1.575
H -2.671 1.977 -0.371
H -3.630 -1.678 0.239
H 2.443 -0.200 3.427
H 4.910 -1.814 -3.268
H -0.109 -2.341 3.346
O 1.499 3.883 3.365
H 1.100 4.231 4.217
H 0.970 4.550 2.801
O -0.260 1.074 2.837
H -0.434 1.465 1.986
H 0.174 1.792 3.327
O -1.685 -0.348 1.866
H -0.823 -0.314 1.492
H -2.263 -0.289 1.047
O 1.773 1.574 0.285
H 1.491 2.480 0.423
H 1.271 1.336 -0.487
O -1.091 4.197 3.573
H -0.890 3.396 3.061
H -1.720 4.682 2.984
O -3.330 1.758 -3.246
H -3.241 2.102 -2.327
H -4.146 1.279 -3.393
O 0.252 3.385 -3.578
H -0.354 2.900 -4.059
H 1.177 3.252 -3.688
*
```

---

C6H17NO3 | the ωB97M-V functional and the def2-TZVPD basis

Summary:
**Kohn-Sham gap (spin up / spin down)**: 0.366 / 0.169 Eh
**HOMO level (spin up / spin down)**: -13.24 / -13.24 eV
**Energy relative to the best compared isomer or geometry (same formula, charge and spin)**: 3.7711 eV

```
! wB97M-V def2-TZVPD RIJCOSX def2/J DEFGRID3
* xyz 1 2
O 0.695 -3.186 -0.412
C -0.169 -3.273 0.430
C -0.417 -2.012 1.321
C -0.766 -0.846 0.368
C -1.885 0.137 1.040
C -1.359 1.603 0.592
N -0.106 2.027 1.369
C 0.857 2.656 0.294
H -0.599 -4.180 0.659
H 0.399 -1.816 2.046
H -1.195 -2.282 2.003
H 0.207 -0.231 0.353
H -1.051 -1.075 -0.661
H -2.019 -0.007 2.113
H -2.795 -0.076 0.661
H -1.253 1.466 -0.479
H -2.126 2.291 1.055
H 0.274 1.109 1.789
H 1.826 2.034 0.163
H 0.338 2.615 -0.708
H 1.199 3.656 0.588
H 0.569 1.177 -3.985
H 1.068 0.641 -2.681
O 1.163 0.575 -3.614
H 1.801 -1.316 -1.807
H 2.865 -1.038 -0.882
O 2.476 -0.647 -1.617
*
```

---

CH2F3NO3PbS | the ωB97M-V functional and the def2-TZVPD basis

Summary:
**Kohn-Sham gap (spin up / spin down)**: 0.182 / 0.305 Eh
**HOMO level (spin up / spin down)**: -1.75 / -5.16 eV

```
! wB97M-V def2-TZVPD RIJCOSX def2/J DEFGRID3
* xyz -1 2
Pb -1.511 -1.465 1.664
N 1.022 -0.920 0.299
S 0.071 -0.706 -0.863
O 0.331 -1.397 -2.141
O -1.392 -0.770 -0.431
C 0.148 1.086 -1.404
F 1.321 1.332 -1.985
F 0.036 1.897 -0.348
F -0.819 1.390 -2.266
O -0.161 -0.142 2.559
H 0.109 -0.183 3.477
H 0.845 -0.122 1.438
*
```

---

C39H37N5O3P2Ti | the ωB97M-V functional and the def2-TZVPD basis

Summary:
**Kohn-Sham gap (spin up / spin down)**: 0.226 / 0.227 Eh
**HOMO level (spin up / spin down)**: -12.59 / -12.59 eV
**Energy relative to the best compared isomer or geometry (same formula, charge and spin)**: 3.6600 eV

```
! wB97M-V def2-TZVPD RIJCOSX def2/J DEFGRID3
* xyz 2 1
Ti -0.287 -0.214 0.231
C 1.193 1.558 2.381
N 2.488 0.988 2.550
C 3.238 0.531 1.398
P 2.321 0.029 -0.133
C 2.806 1.194 -1.425
C 4.138 1.593 -1.555
C 4.522 2.400 -2.612
C 3.586 2.806 -3.555
C 2.266 2.399 -3.443
C 1.877 1.596 -2.381
C 3.027 -1.556 -0.673
C 2.489 -2.059 -1.860
C 2.962 -3.240 -2.405
C 3.972 -3.944 -1.758
C 4.508 -3.453 -0.577
C 4.045 -2.259 -0.038
C 3.224 1.188 3.750
C 2.615 1.690 4.903
C 3.336 1.843 6.076
C 4.677 1.497 6.140
C 5.290 1.013 4.998
C 4.583 0.865 3.812
P -0.193 0.285 2.631
C -1.821 1.116 2.646
C -1.971 2.491 2.466
C -3.241 3.053 2.491
C -4.358 2.253 2.695
C -4.213 0.881 2.873
C -2.949 0.313 2.842
C -0.011 -0.088 4.423
C 1.800 -1.671 5.260
C 1.632 -1.530 6.570
C 0.608 -0.826 7.347
C -0.357 -0.016 6.906
C -0.610 0.359 5.516
H 1.060 2.042 1.413
H 0.995 2.318 3.136
H 3.812 -0.347 1.694
H 3.958 1.289 1.071
H 4.894 1.264 -0.852
H 5.555 2.707 -2.703
H 3.889 3.438 -4.379
H 1.536 2.710 -4.179
H 0.840 1.295 -2.301
H 1.713 -1.510 -2.386
H 2.552 -3.608 -3.337
H 4.348 -4.866 -2.181
H 5.296 -3.994 -0.071
H 4.493 -1.911 0.884
H 1.570 1.960 4.920
H 2.835 2.240 6.950
H 5.235 1.617 7.058
H 6.341 0.756 5.014
H 5.123 0.516 2.945
H -1.118 3.132 2.288
H -3.355 4.120 2.351
H -5.343 2.698 2.722
H -5.082 0.261 3.047
H -2.843 -0.755 3.013
H 2.640 -2.224 4.870
H 2.390 -2.031 7.159
H 0.668 -0.989 8.416
H -1.021 0.427 7.636
H -1.384 1.099 5.341
N -2.247 -0.541 -0.740
C -3.167 0.642 -0.835
C -2.522 1.844 -1.517
C -1.434 2.464 -0.677
O -1.326 3.600 -0.343
O -0.537 1.515 -0.281
H -2.098 -0.907 -1.680
H -2.738 -1.292 -0.255
H -3.475 0.894 0.180
H -4.058 0.351 -1.391
H -3.283 2.597 -1.715
H -2.093 1.549 -2.480
N 1.051 -4.051 0.468
C 0.812 -2.886 1.037
O -0.042 -2.096 0.457
C 1.427 -2.515 2.267
C 2.372 -3.445 2.796
N 3.177 -4.188 3.149
C 0.938 -1.407 2.954
N 0.968 -1.116 4.243
H 0.609 -4.278 -0.407
H 1.703 -4.706 0.875
*
```

---

C2H2O3 | the ωB97M-V functional and the def2-TZVPD basis

Summary:
**Kohn-Sham gap**: 0.454 Eh
**HOMO level**: -11.62 eV
**Energy relative to the best compared isomer or geometry (same formula, charge and spin)**: 0.8195 eV

```
! wB97M-V def2-TZVPD RIJCOSX def2/J DEFGRID3
* xyz 0 1
C -2.906 -1.857 0.880
C -2.182 0.335 -0.558
O -2.901 -2.319 -0.139
O 1.440 1.454 -0.167
O -3.197 0.700 -0.228
H 0.845 0.722 -0.203
H 1.077 2.207 0.166
*
```

---

C25H28MnNS4Sb | the ωB97M-V functional and the def2-TZVPD basis

Summary:
**Kohn-Sham gap (spin up / spin down)**: 0.221 / 0.166 Eh
**HOMO level (spin up / spin down)**: -19.49 / -19.49 eV
**Energy relative to the best compared isomer or geometry (same formula, charge and spin)**: 0.5386 eV

```
! wB97M-V def2-TZVPD RIJCOSX def2/J DEFGRID3
* xyz 4 4
Mn 1.004 0.967 0.528
C 0.195 4.120 1.410
C -1.040 3.497 0.791
S -0.754 2.224 -0.488
C 0.037 3.062 -1.913
C 1.502 3.420 -1.751
S 2.482 2.026 -1.067
C 3.646 2.820 0.087
C 3.010 3.625 1.212
S 1.471 2.877 1.871
H -0.092 4.617 2.336
H 0.656 4.859 0.760
H -1.676 4.264 0.345
H -1.634 2.961 1.533
H -0.558 3.951 -2.132
H -0.115 2.355 -2.730
H 1.659 4.297 -1.127
H 1.936 3.616 -2.733
H 4.317 3.446 -0.506
H 4.235 1.983 0.465
H 2.775 4.645 0.914
H 3.711 3.683 2.044
S 0.542 -0.356 2.159
Sb -0.355 -2.612 2.351
C -0.334 -3.033 4.493
C 0.158 -2.142 5.402
C 0.078 -2.477 6.790
C -0.452 -3.719 7.210
C -0.963 -4.593 6.287
C -0.884 -4.273 4.908
C 1.051 -3.978 1.415
C 2.369 -3.897 1.839
C 3.279 -4.789 1.283
C 2.850 -5.733 0.358
C 1.523 -5.790 -0.047
C 0.593 -4.906 0.494
C -2.351 -2.302 1.595
C -2.781 -2.884 0.412
C -4.083 -2.627 -0.003
C -4.910 -1.809 0.757
C -4.459 -1.251 1.946
C -3.163 -1.493 2.382
H 0.582 -1.192 5.104
H 0.414 -1.752 7.524
H -0.429 -3.993 8.257
H -1.398 -5.535 6.597
H -1.234 -5.007 4.188
H 2.702 -3.174 2.574
H 4.314 -4.742 1.592
H 3.550 -6.457 -0.037
H 1.191 -6.527 -0.766
H -0.445 -4.985 0.199
H -2.151 -3.535 -0.179
H -4.450 -3.081 -0.913
H -5.917 -1.606 0.419
H -5.114 -0.639 2.553
H -2.817 -1.069 3.318
N 0.809 -1.237 -1.562
C 0.860 -0.406 -0.772
H 0.783 -1.900 -2.324
*
```

---

no.,electronic energy (eV)
1,-83196.517
2,-14118.511
3,-32936.586
4,-96315.373
5,-8247.777
6,-109024.902